# 1
This record from the OMol25 dataset describes a 10-piece molecular cluster, C44H94N2O8 overall. The level of theory is ωB97M-V/def2-TZVPD.

The geometry in XYZ format:
```
148
Properties=species:S:1:pos:R:3
C -0.685 0.756 -9.242
C 0.700 0.875 -9.879
C 0.345 0.402 -11.291
O -1.044 0.748 -11.507
C -1.669 1.246 -10.309
H -0.795 1.444 -8.404
H -0.924 -0.287 -9.030
H 1.426 0.241 -9.368
H 1.085 1.893 -9.827
H 0.474 -0.678 -11.353
H 0.958 0.878 -12.058
H -2.592 0.685 -10.166
H -1.915 2.308 -10.304
C -9.488 0.738 6.252
C -8.165 0.833 6.964
C -7.260 0.202 5.875
O -7.867 0.690 4.694
C -9.252 1.001 4.819
H -10.271 1.333 6.722
H -9.819 -0.295 6.358
H -8.138 0.396 7.962
H -7.894 1.876 7.126
H -7.260 -0.881 5.997
H -6.192 0.419 5.872
H -9.870 0.488 4.083
H -9.494 2.052 4.658
C 1.110 -5.328 -5.982
C 1.307 -5.725 -7.439
C 0.065 -6.532 -7.694
O -0.249 -7.136 -6.498
C 0.255 -6.437 -5.353
H 0.577 -4.378 -5.943
H 2.092 -5.160 -5.538
H 2.154 -6.411 -7.470
H 1.459 -4.906 -8.142
H 0.165 -7.283 -8.478
H -0.746 -5.873 -8.002
H 0.883 -7.016 -4.676
H -0.555 -6.048 -4.735
C 0.897 -8.852 4.035
C 0.007 -9.668 3.091
C -1.353 -8.900 3.220
O -1.419 -8.728 4.655
C -0.080 -8.443 5.142
H 1.169 -7.999 3.414
H 1.854 -9.297 4.309
H -0.196 -10.676 3.453
H 0.459 -9.814 2.110
H -2.183 -9.458 2.787
H -1.275 -7.893 2.811
H 0.163 -8.975 6.062
H 0.037 -7.368 5.280
C -4.851 7.083 -0.495
C -3.904 6.810 -1.613
C -4.162 5.419 -2.142
O -5.577 5.235 -1.856
C -5.816 5.875 -0.586
H -5.401 8.011 -0.650
H -4.336 7.061 0.466
H -2.854 6.977 -1.373
H -4.158 7.495 -2.422
H -3.599 4.608 -1.679
H -3.953 5.356 -3.210
H -5.649 5.085 0.146
H -6.863 6.136 -0.428
C -6.679 -2.619 -3.065
C -6.402 -2.629 -4.483
C -6.445 -1.140 -4.860
O -7.429 -0.596 -3.998
C -7.340 -1.322 -2.725
H -5.743 -2.611 -2.506
H -7.199 -3.523 -2.747
H -7.160 -3.186 -5.034
H -5.397 -2.980 -4.718
H -6.710 -1.036 -5.912
H -5.467 -0.680 -4.713
H -8.286 -1.428 -2.195
H -6.696 -0.715 -2.090
C -2.612 6.463 8.389
C -2.315 5.109 8.907
C -2.825 5.152 10.375
O -3.798 6.188 10.471
C -3.959 6.701 9.100
H -2.663 6.580 7.307
H -1.835 7.117 8.785
H -1.257 4.871 8.798
H -2.844 4.263 8.466
H -2.023 5.303 11.097
H -3.400 4.253 10.595
H -4.163 7.771 9.140
H -4.827 6.215 8.654
C 6.624 -6.041 1.148
C 7.104 -7.305 0.492
C 5.900 -7.888 -0.158
O 5.176 -6.733 -0.552
C 5.451 -5.616 0.264
H 7.434 -5.311 1.149
H 6.266 -6.265 2.153
H 7.504 -7.985 1.244
H 7.940 -7.138 -0.188
H 5.271 -8.494 0.494
H 6.143 -8.500 -1.027
H 4.624 -5.298 0.899
H 5.756 -4.875 -0.475
C 8.892 3.512 -1.635
C 9.356 4.925 -1.607
N 8.499 5.937 -0.862
C 8.102 5.606 0.536
C 9.218 5.176 1.416
C 7.302 6.233 -1.651
C 6.375 7.360 -1.034
H 8.666 3.093 -0.654
H 9.617 2.890 -2.160
H 7.997 3.386 -2.243
H 10.305 4.896 -1.071
H 9.500 5.310 -2.616
H 7.650 6.474 1.017
H 7.341 4.826 0.543
H 9.725 4.281 1.054
H 9.919 6.010 1.447
H 8.784 4.821 2.351
H 6.829 5.265 -1.820
H 7.563 6.570 -2.654
H 5.784 6.970 -0.205
H 5.671 7.670 -1.806
H 6.984 8.201 -0.702
C -0.178 -1.136 2.456
C 0.383 0.177 1.907
N 1.845 0.136 1.951
C 2.487 1.069 1.007
C 1.911 1.024 -0.423
C 2.512 0.118 3.254
C 2.400 1.437 3.955
H -1.239 -1.260 2.239
H -0.128 -1.071 3.542
H 0.336 -2.011 2.057
H -0.024 0.257 0.899
H -0.050 0.949 2.544
H 2.278 2.101 1.288
H 3.554 0.925 0.839
H 1.846 -0.005 -0.778
H 0.946 1.526 -0.490
H 2.568 1.605 -1.070
H 3.558 -0.168 3.145
H 2.098 -0.705 3.836
H 1.374 1.794 4.041
H 2.999 2.240 3.527
H 2.857 1.298 4.935
```

LUMO energy (hartree): 0.0144
E_tot (eV): -66504.8965
Gap between HOMO and LUMO (eV): 8.6

# 2
This record from the OMol25 dataset describes a 6-piece molecular cluster, C44H96BF6N5O4S2 overall. The level of theory is ωB97M-V/def2-TZVPD.

The geometry in XYZ format:
```
158
Properties=species:S:1:pos:R:3
B 0.519 -0.148 0.198
F 0.815 0.141 -1.156
F 0.115 1.060 0.819
F -0.485 -1.121 0.335
F 1.633 -0.771 0.815
C 2.793 -4.368 3.323
C 3.970 -3.686 2.682
C 4.211 -4.184 1.248
C 2.994 -3.956 0.363
N 3.371 -3.505 -1.039
C 4.092 -2.206 -1.035
C 3.738 -1.540 -2.355
C 2.561 -2.329 -2.910
C 2.119 -3.144 -1.682
C 4.186 -4.518 -1.731
C 3.343 -5.632 -2.301
C 4.271 -6.729 -2.832
H 1.896 -4.256 2.711
H 2.618 -4.103 4.362
H 3.035 -5.438 3.348
H 4.879 -3.964 3.221
H 3.896 -2.599 2.620
H 4.390 -5.266 1.299
H 5.110 -3.729 0.837
H 2.426 -3.103 0.733
H 2.370 -4.819 0.170
H 5.159 -2.362 -0.941
H 3.699 -1.634 -0.196
H 4.554 -1.673 -3.071
H 3.556 -0.486 -2.268
H 2.833 -3.006 -3.725
H 1.694 -1.769 -3.261
H 1.474 -3.989 -1.826
H 1.611 -2.407 -1.058
H 4.864 -4.948 -1.013
H 4.640 -4.026 -2.587
H 2.691 -5.304 -3.103
H 2.758 -6.093 -1.504
H 3.903 -7.734 -2.614
H 5.249 -6.750 -2.325
H 4.455 -6.662 -3.902
C -1.508 -5.890 4.502
C -0.753 -4.933 3.659
C -1.512 -3.660 3.394
C -1.570 -2.752 4.573
N -1.402 -1.337 4.272
C -2.471 -0.879 3.319
C -2.707 0.603 3.622
C -2.615 0.584 5.122
C -1.658 -0.551 5.486
C -0.099 -0.897 3.669
C 1.138 -1.210 4.412
C 2.318 -0.465 3.801
H -2.311 -6.386 3.950
H -1.949 -5.419 5.382
H -0.853 -6.709 4.808
H -0.433 -5.390 2.720
H 0.199 -4.708 4.152
H -2.458 -3.744 2.860
H -0.906 -3.116 2.643
H -0.850 -3.045 5.344
H -2.511 -2.906 5.110
H -2.223 -1.197 2.314
H -3.371 -1.397 3.667
H -1.958 1.209 3.120
H -3.706 0.866 3.282
H -2.336 1.542 5.568
H -3.595 0.425 5.580
H -0.720 -0.194 5.893
H -2.100 -1.195 6.237
H -0.195 0.173 3.525
H -0.026 -1.313 2.665
H 1.406 -2.271 4.441
H 1.044 -0.990 5.483
H 2.503 -0.843 2.803
H 3.187 -0.449 4.446
H 2.003 0.577 3.636
C 1.414 6.988 0.533
C 0.954 5.562 0.363
C 1.318 4.880 -0.929
C 0.523 5.435 -2.109
N 1.175 5.220 -3.382
C 0.213 5.694 -4.502
C -0.357 4.455 -5.169
C 0.018 3.324 -4.213
C 1.360 3.761 -3.682
C 2.486 5.901 -3.566
C 2.627 7.211 -2.819
C 3.968 7.876 -3.131
H 1.067 7.710 -0.205
H 2.518 6.996 0.442
H 1.294 7.341 1.556
H -0.082 5.415 0.695
H 1.479 5.000 1.152
H 0.981 3.853 -0.802
H 2.392 4.894 -1.095
H 0.360 6.498 -1.950
H -0.435 4.933 -2.205
H 0.828 6.341 -5.107
H -0.559 6.307 -4.042
H 0.131 4.403 -6.142
H -1.433 4.475 -5.314
H -0.130 2.386 -4.743
H -0.637 3.268 -3.337
H 2.170 3.691 -4.408
H 1.635 3.215 -2.789
H 2.606 6.043 -4.634
H 3.246 5.200 -3.213
H 2.511 7.097 -1.749
H 1.840 7.910 -3.138
H 4.384 8.344 -2.240
H 3.899 8.644 -3.896
H 4.724 7.152 -3.457
C -3.107 5.150 1.776
C -3.032 3.662 1.729
C -3.307 3.111 0.332
C -3.443 1.574 0.288
N -3.719 1.035 -1.054
C -5.047 1.506 -1.556
C -4.839 2.596 -2.632
C -3.330 2.769 -2.778
C -2.634 1.654 -2.011
C -3.590 -0.465 -1.059
C -4.812 -1.107 -0.434
C -4.660 -2.633 -0.267
H -2.588 5.661 0.964
H -2.771 5.534 2.736
H -4.158 5.452 1.682
H -3.614 3.248 2.566
H -2.036 3.348 2.090
H -2.438 3.369 -0.286
H -4.209 3.585 -0.079
H -4.249 1.244 0.950
H -2.489 1.142 0.606
H -5.551 0.661 -2.008
H -5.623 1.842 -0.702
H -5.319 2.238 -3.541
H -5.313 3.544 -2.389
H -3.032 2.780 -3.836
H -3.060 3.808 -2.556
H -2.181 0.850 -2.577
H -1.815 1.997 -1.379
H -2.654 -0.703 -0.553
H -3.526 -0.752 -2.105
H -5.629 -0.838 -1.114
H -5.087 -0.561 0.482
H -5.063 -3.125 -1.159
H -5.282 -3.083 0.506
H -3.622 -2.948 -0.166
N 0.089 -5.869 -1.310
S -0.960 -4.759 -0.789
O -1.828 -5.277 0.191
O -1.361 -3.718 -1.652
F 0.099 -3.971 0.162
S -0.591 -6.362 -2.685
O -0.202 -5.582 -3.809
O -1.972 -6.664 -2.554
F 0.063 -7.750 -2.905
```

LUMO energy (hartree): -0.1465
E_tot (eV): -101469.5352
Total charge: +2
Gap between HOMO and LUMO (eV): 8.1

# 3
This record from the OMol25 dataset describes a 6-piece molecular cluster, C44H98F6N5P overall. The level of theory is ωB97M-V/def2-TZVPD.

The geometry in XYZ format:
```
154
Properties=species:S:1:pos:R:3
P 0.382 0.296 0.279
F 1.183 0.322 -1.192
F -0.221 1.765 -0.098
F -0.893 -0.442 -0.463
F -0.454 0.233 1.626
F 1.116 -1.124 0.710
F 1.401 1.224 1.058
C -1.247 -8.497 3.762
C -0.780 -7.139 3.256
C -1.292 -5.970 4.186
N -0.611 -4.616 3.891
C -0.621 -4.134 2.434
C -1.284 -3.460 4.773
C -0.256 -2.364 4.936
C 1.095 -3.047 4.569
C 0.850 -4.605 4.422
H -2.313 -8.554 3.980
H -0.712 -8.924 4.610
H -1.275 -9.187 2.919
H -1.209 -6.908 2.281
H 0.292 -7.205 3.068
H -1.088 -6.061 5.253
H -2.343 -5.693 4.103
H -0.196 -3.158 2.199
H -1.655 -4.202 2.098
H 0.031 -4.806 1.876
H -2.224 -3.269 4.255
H -1.491 -3.915 5.741
H -0.582 -1.562 4.275
H -0.095 -1.964 5.937
H 1.702 -2.729 3.722
H 1.677 -2.714 5.428
H 1.480 -4.922 3.591
H 0.939 -5.155 5.359
C -8.896 0.134 2.426
C -7.455 -0.060 2.337
C -6.645 1.295 2.525
N -5.093 1.189 2.319
C -4.607 0.052 3.286
C -3.086 0.286 3.500
C -2.495 1.565 3.897
C -2.880 2.613 2.893
C -4.456 2.645 2.699
C -4.663 1.016 0.807
H -9.479 -0.777 2.291
H -9.261 0.818 1.660
H -9.149 0.697 3.325
H -7.091 -0.530 1.423
H -7.218 -0.668 3.210
H -6.898 1.813 3.450
H -6.847 2.042 1.757
H -5.129 0.085 4.243
H -4.794 -0.929 2.850
H -2.843 -0.447 4.269
H -2.423 -0.207 2.789
H -2.685 1.874 4.925
H -1.420 1.392 3.952
H -2.587 3.584 3.292
H -2.402 2.404 1.936
H -4.802 2.923 3.695
H -4.953 3.249 1.940
H -3.620 1.245 0.590
H -5.238 1.738 0.227
H -4.855 -0.041 0.622
C 4.613 -2.276 -2.141
C 3.092 -2.084 -2.474
C 2.391 -3.240 -3.247
N 0.857 -3.046 -3.528
C 0.405 -4.034 -4.641
C 0.767 -3.510 -6.022
C 0.537 -2.132 -6.390
C 0.902 -1.135 -5.231
C 0.460 -1.536 -3.856
C 0.010 -3.395 -2.223
H 5.006 -1.421 -1.592
H 5.157 -2.324 -3.084
H 4.904 -3.160 -1.572
H 3.121 -1.184 -3.088
H 2.531 -1.787 -1.588
H 2.560 -4.270 -2.935
H 2.826 -3.173 -4.244
H 0.831 -5.018 -4.443
H -0.662 -4.135 -4.442
H 1.827 -3.737 -6.137
H 0.321 -4.090 -6.830
H 1.193 -1.873 -7.221
H -0.364 -1.830 -6.925
H 1.968 -0.972 -5.074
H 0.577 -0.101 -5.343
H 0.872 -1.009 -2.995
H -0.628 -1.560 -3.804
H 0.152 -4.460 -2.042
H -0.998 -3.030 -2.420
H 0.480 -2.795 -1.444
C 1.870 6.475 -2.011
C 1.236 5.110 -2.536
C -0.151 5.395 -3.191
N -0.916 4.175 -3.757
C -1.079 3.063 -2.703
C -2.155 2.086 -3.137
C -3.442 2.807 -3.474
C -3.352 3.673 -4.629
C -2.237 4.759 -4.372
C -0.133 3.432 -4.881
H 2.844 6.105 -1.691
H 1.479 6.759 -1.034
H 1.962 7.326 -2.686
H 1.047 4.354 -1.775
H 2.064 4.611 -3.039
H 0.028 6.088 -4.013
H -0.750 5.945 -2.464
H -1.386 3.654 -1.840
H -0.145 2.514 -2.581
H -2.282 1.324 -2.368
H -1.778 1.387 -3.883
H -3.785 3.202 -2.517
H -4.173 2.059 -3.781
H -4.335 4.141 -4.678
H -3.272 3.295 -5.648
H -2.520 5.591 -3.726
H -1.898 5.217 -5.301
H 0.723 2.834 -4.566
H 0.010 3.992 -5.805
H -0.824 2.691 -5.282
C 3.073 0.836 3.914
C 3.882 0.409 2.630
C 4.927 1.444 2.206
N 5.546 1.400 0.719
C 4.418 1.519 -0.260
C 3.741 2.894 -0.371
C 4.718 4.076 -0.409
C 6.007 3.960 0.419
C 6.615 2.542 0.394
C 6.265 0.083 0.529
H 3.096 0.118 4.733
H 2.065 1.096 3.592
H 3.636 1.712 4.237
H 3.236 -0.029 1.869
H 4.443 -0.487 2.894
H 5.799 1.284 2.839
H 4.663 2.490 2.363
H 3.628 0.802 -0.040
H 4.836 1.341 -1.251
H 3.251 3.105 0.579
H 2.962 2.906 -1.133
H 4.314 5.065 -0.196
H 5.188 4.112 -1.392
H 5.748 4.238 1.441
H 6.700 4.751 0.133
H 7.425 2.397 1.110
H 7.036 2.304 -0.583
H 7.069 0.076 1.264
H 6.545 -0.053 -0.516
H 5.470 -0.652 0.652
```

LUMO energy (hartree): -0.2716
E_tot (eV): -80230.5082
Total charge: +4
Gap between HOMO and LUMO (eV): 11.3

> Which value of gap between HOMO and LUMO does entry 3 give?

11.3 eV